[1]
{
  "formula": "C55H80BGeN6O2P3Ti",
  "method": "ωB97M-V/def2-TZVPD",
  "symbols": ["H", "H", "H", "C", "C", "N", "H", "C", "H", "H", "H", "C", "C", "C", "C", "H", "O", "H", "C", "H", "H", "H", "H", "C", "C", "H", "H", "C", "H", "H", "C", "C", "H", "H", "H", "N", "C", "H", "C", "H", "C", "C", "H", "H", "C", "H", "H", "C", "H", "C", "H", "H", "C", "H", "H", "H", "C", "C", "H", "H", "H", "H", "H", "C", "C", "C", "P", "H", "C", "P", "Ti", "C", "C", "Ge", "H", "C", "H", "H", "B", "H", "N", "C", "H", "H", "C", "C", "H", "C", "H", "C", "H", "H", "H", "C", "C", "H", "P", "H", "C", "H", "H", "C", "O", "C", "H", "C", "H", "H", "H", "H", "H", "C", "H", "H", "N", "H", "C", "H", "N", "H", "H", "N", "H", "C", "H", "H", "C", "C", "C", "C", "H", "C", "H", "H", "H", "C", "H", "H", "H", "H", "H", "H", "C", "H", "H", "C", "C", "C", "C"],
  "coordinates": [[-0.40, 0.40, 4.74], [-4.04, -0.36, 2.48], [2.22, -3.19, -4.98], [-1.66, 3.74, -1.73], [-2.46, -1.07, 3.84], [-0.46, -4.56, -0.81], [-2.58, -3.13, 4.54], [-3.65, 2.51, -1.36], [4.54, -6.35, -0.48], [-1.99, 2.03, -5.49], [5.45, -2.17, -0.24], [-2.93, -5.97, 2.29], [-1.94, -5.01, 2.51], [0.92, -5.09, -0.57], [-1.17, 4.10, 2.53], [5.77, -0.72, 2.76], [-1.62, 2.94, 1.76], [-5.42, 0.46, -1.35], [3.78, 0.81, -0.50], [-2.58, 0.85, -4.31], [0.09, 2.66, -1.15], [4.08, -4.02, -1.10], [-3.06, 5.11, 2.50], [-5.23, -1.49, -0.46], [5.18, -0.28, 1.95], [-2.04, 5.52, 3.90], [-4.03, -7.12, 0.84], [-0.62, 3.05, 4.80], [1.68, 1.63, -4.85], [2.23, -0.95, 4.07], [0.10, -1.51, 5.59], [-2.12, -5.16, -4.61], [3.59, -2.23, -1.29], [-4.73, 2.42, -1.37], [2.39, -1.10, -1.88], [1.59, -2.82, -0.95], [1.60, -0.07, 4.20], [-0.32, -3.36, 3.58], [2.49, -6.86, -0.13], [-2.63, -3.08, -4.49], [-4.39, -2.34, 0.20], [-4.78, -0.22, -0.79], [3.69, -1.79, 2.22], [-4.11, 0.32, 4.10], [-3.52, 0.15, -0.46], [5.64, -0.24, -0.99], [-3.47, -6.38, 3.15], [-3.42, 0.01, 3.30], [1.95, 1.97, -0.54], [-3.17, -2.41, 3.98], [-0.61, -2.66, -5.59], [0.84, 5.36, 4.08], [2.79, 1.76, -1.19], [-2.89, 3.95, 3.83], [0.42, -1.03, 6.52], [-2.19, -0.75, 4.84], [2.63, -1.77, -1.05], [-0.39, 1.10, -4.35], [-6.23, -1.81, -0.74], [-2.64, -5.29, -5.56], [4.45, -0.23, -2.30], [-4.11, -2.26, 4.53], [5.83, -2.76, 1.38], [3.51, -6.00, -0.48], [-1.45, -5.02, 0.18], [-1.77, 1.05, -5.03], [-0.78, -1.08, 2.96], [-2.91, 0.91, 2.96], [5.01, -2.47, 0.72], [0.19, -0.41, -3.43], [-0.82, 0.16, 0.56], [3.25, -4.66, -0.81], [-1.22, -4.45, 1.44], [-0.16, -2.37, -0.49], [-3.42, -2.87, 3.02], [-2.47, -5.93, -0.05], [-1.12, 4.61, -2.05], [-1.39, 5.34, 0.80], [-0.64, 1.93, 1.84], [2.69, -7.89, 0.16], [-1.21, -2.46, -2.17], [-0.87, -6.05, -2.80], [-1.49, 2.39, 4.68], [1.01, -2.53, 2.81], [-0.06, -2.76, 2.72], [-2.36, 4.70, 3.24], [0.74, 0.98, -6.21], [0.68, 1.61, -5.32], [2.40, 1.35, -2.12], [1.76, -2.61, -4.17], [0.25, 4.69, 0.99], [0.73, -2.35, -6.70], [-1.83, 0.31, -5.82], [-0.07, 3.50, 3.46], [-1.41, -1.24, -2.99], [-1.44, -7.21, -4.52], [2.87, -0.57, 0.36], [3.26, 2.73, -1.42], [1.94, -4.16, -0.78], [-4.68, -3.35, 0.47], [-1.72, -4.69, 3.53], [-3.02, 3.67, -1.79], [0.34, 2.30, 2.75], [4.22, -1.34, 1.39], [1.98, 0.47, 5.08], [4.86, 0.36, -1.48], [0.16, 2.50, 5.34], [1.82, 3.91, 4.37], [5.88, 0.07, 1.18], [0.35, -7.07, 0.02], [1.71, -0.73, -5.18], [-2.90, 1.46, -0.89], [4.67, 0.60, 2.36], [-0.93, 3.91, 5.42], [-2.70, -0.65, 0.19], [-3.61, 4.51, -2.16], [-3.13, -1.88, 0.52], [-0.30, 6.03, 2.02], [-1.58, 1.53, -0.82], [1.11, -3.28, -3.61], [-0.90, -1.93, 5.76], [-0.32, -3.41, 1.45], [4.24, 1.38, 0.31], [-0.61, 5.10, 1.52], [-0.47, 1.84, -3.57], [-0.39, -6.89, -2.29], [0.10, -1.89, -5.92], [-1.42, -3.68, -2.80], [1.13, 4.39, 3.66], [0.15, -0.49, 4.45], [5.35, 1.24, -1.92], [1.18, -6.40, -0.20], [-2.43, -2.51, 1.04], [1.67, 4.56, 2.73], [-2.65, -6.29, -1.05], [-3.24, -6.40, 1.02], [0.79, -2.34, 5.39], [2.56, -2.28, -3.51], [-0.46, -1.08, -6.40], [-1.95, -1.45, -3.90], [0.44, 2.63, -5.65], [4.40, -3.35, 0.56], [-0.98, 2.65, -1.22], [-1.99, -0.49, -2.46], [1.70, 0.58, 3.35], [0.98, -1.42, -4.77], [-0.90, -4.81, -2.19], [-2.10, -3.90, -4.01], [-1.46, -6.24, -4.04]],
  "homo_energy_ev": [-8.93, -8.92],
  "charge": 1,
  "de_lowest_kj_mol": 318.8,
  "multiplicity": 2
}

[2]
{
  "formula": "C3H39O17",
  "method": "ωB97M-V/def2-TZVPD",
  "symbols": ["O", "H", "H", "H", "H", "H", "O", "H", "O", "C", "O", "H", "H", "H", "H", "O", "H", "O", "H", "H", "H", "H", "C", "O", "H", "O", "H", "H", "H", "H", "O", "C", "O", "O", "H", "H", "H", "H", "O", "H", "H", "H", "H", "H", "H", "O", "H", "H", "O", "O", "H", "H", "O", "H", "H", "H", "O", "H", "H"],
  "coordinates": [[-15.75, -26.20, 27.57], [-19.23, -27.95, 26.96], [-16.66, -24.60, 29.79], [-16.33, -30.09, 25.77], [-17.60, -22.29, 26.97], [-19.72, -27.03, 28.39], [-23.26, -25.13, 25.33], [-21.77, -26.84, 23.74], [-17.48, -24.14, 24.88], [-19.92, -24.54, 27.31], [-19.14, -28.77, 24.60], [-22.40, -21.75, 29.15], [-20.96, -24.49, 27.08], [-19.42, -23.63, 26.99], [-19.62, -27.01, 22.34], [-20.99, -23.70, 24.29], [-22.72, -24.75, 24.59], [-19.09, -26.28, 22.63], [-23.78, -23.68, 26.50], [-16.56, -23.10, 28.33], [-16.21, -26.73, 24.73], [-18.64, -28.03, 24.95], [-19.76, -27.06, 27.29], [-16.62, -27.54, 25.05], [-17.92, -25.39, 29.63], [-21.65, -27.12, 24.64], [-17.80, -29.80, 25.30], [-17.81, -20.90, 27.25], [-18.19, -24.73, 25.15], [-19.85, -21.88, 26.35], [-23.91, -22.88, 27.07], [-19.28, -25.81, 26.71], [-19.58, -22.41, 30.20], [-21.83, -22.34, 28.64], [-23.21, -22.83, 27.70], [-18.18, -25.73, 26.75], [-19.72, -24.57, 28.36], [-20.76, -27.15, 27.01], [-17.01, -30.35, 25.17], [-16.54, -24.39, 27.50], [-14.87, -26.02, 27.22], [-16.80, -27.93, 24.18], [-22.79, -25.97, 25.35], [-20.51, -24.42, 24.73], [-20.95, -22.90, 24.83], [-17.60, -24.53, 29.81], [-19.18, -23.26, 30.12], [-20.89, -26.66, 24.99], [-20.80, -21.69, 26.31], [-18.17, -21.57, 26.68], [-20.05, -28.41, 24.56], [-16.26, -26.58, 26.82], [-16.46, -23.46, 27.46], [-19.15, -22.08, 30.98], [-19.25, -26.05, 23.57], [-17.88, -23.32, 24.57], [-19.58, -25.82, 25.32], [-20.97, -22.37, 29.11], [-21.12, -22.16, 27.07]],
  "homo_energy_ev": -5.80,
  "charge": -1,
  "de_lowest_kj_mol": 139.4
}

[3]
{
  "formula": "C8H19NO2S",
  "method": "ωB97M-V/def2-TZVPD",
  "symbols": ["H", "C", "H", "H", "O", "H", "H", "H", "H", "H", "C", "O", "H", "C", "C", "C", "H", "H", "H", "H", "H", "S", "C", "H", "H", "H", "H", "C", "H", "C", "N"],
  "coordinates": [[-2.37, -1.21, -1.70], [1.68, 2.17, 0.01], [-2.47, 1.17, -0.70], [2.17, 3.00, -0.65], [1.53, -1.61, -0.19], [-2.21, -2.36, 1.47], [-0.96, -1.28, 0.46], [0.20, 1.80, -1.74], [3.74, 1.27, 0.22], [4.98, -1.61, 0.02], [-0.57, 0.89, 0.24], [2.97, -0.76, 1.75], [-4.12, -0.34, 0.46], [-2.97, -0.15, 0.70], [2.76, 1.03, -0.28], [0.19, 2.00, -0.61], [-1.99, -3.24, -0.89], [-0.12, 0.88, 1.28], [-0.44, -0.15, -0.21], [-3.05, 0.25, 1.76], [3.82, -2.42, -1.03], [2.68, -0.80, 0.25], [-2.57, -2.20, -0.83], [-2.65, 1.80, 1.07], [-0.31, 2.81, -0.16], [2.82, 0.92, -1.50], [-3.88, -2.60, -0.86], [-2.19, -1.54, 0.61], [1.44, 2.65, 1.22], [-2.16, 1.07, 0.31], [4.07, -1.45, -0.50]],
  "homo_energy_ev": -9.82,
  "de_lowest_kj_mol": 796.4
}

[4]
{
  "formula": "C21H29ClN2O3",
  "method": "ωB97M-V/def2-TZVPD",
  "symbols": ["H", "C", "N", "H", "C", "H", "H", "H", "C", "C", "H", "H", "C", "C", "O", "C", "H", "H", "H", "C", "C", "H", "C", "H", "O", "H", "H", "C", "H", "Cl", "H", "C", "C", "H", "H", "H", "H", "H", "H", "H", "C", "H", "H", "H", "C", "C", "C", "H", "H", "C", "C", "H", "N", "C", "C", "O"],
  "coordinates": [[-2.97, 0.98, 1.78], [-2.65, -0.84, -2.21], [-1.95, -0.24, 0.44], [-1.35, 1.28, -5.15], [-2.00, 0.35, -1.95], [-3.32, -2.23, -3.70], [-3.54, -1.37, 2.30], [2.34, 0.61, 1.07], [-2.61, -0.94, 2.67], [-1.71, 0.68, -4.32], [4.92, 0.88, -1.64], [-1.22, -4.19, 4.98], [-2.82, -1.29, -3.51], [-0.03, -2.44, 4.36], [-1.97, -3.18, 3.38], [-1.54, -2.04, 2.67], [0.34, -1.86, 5.20], [1.83, 2.81, -2.57], [3.76, 3.68, -1.30], [3.86, 2.75, -1.84], [1.86, 1.78, -0.68], [-1.07, 2.07, -2.84], [-1.35, -3.16, 4.64], [-1.96, -2.60, 5.36], [-0.36, -1.56, 3.31], [1.70, 2.69, -0.10], [0.74, -3.15, 4.02], [-1.84, 0.85, -0.53], [4.81, 0.77, 0.83], [-2.54, -1.09, -6.18], [-0.64, -1.47, -0.61], [4.16, 1.46, 0.29], [-2.18, 0.23, 1.80], [0.49, 0.37, -1.43], [-2.77, -0.59, 3.70], [-0.43, -3.16, 1.20], [-2.14, -2.89, 0.80], [4.30, 2.97, -2.82], [-2.68, 1.53, -0.32], [2.88, -0.11, -0.45], [2.48, 2.12, -2.03], [5.75, 2.27, -0.92], [0.06, -0.77, 0.87], [-3.03, -1.42, -1.38], [-2.34, -0.53, -4.56], [4.78, 1.80, -1.07], [-1.24, -2.43, 1.22], [2.57, 1.21, -2.63], [4.06, 2.37, 0.88], [2.78, 0.83, 0.10], [-1.54, 1.12, -3.02], [-1.27, 0.69, 2.23], [0.55, 1.19, -0.85], [-0.85, -1.19, 0.42], [-0.57, 1.69, -0.30], [-0.58, 2.69, 0.39]],
  "homo_energy_ev": -8.59,
  "smiles": "O=C(NC1CCCCC1)[C@@H](c1ccc(Cl)cc1)N1CCC2(CC1)OCCO2",
  "de_lowest_kj_mol": 25.4
}